Formula: C44H100N8
Source: the OMol25 dataset
Level of theory: wB97M-V/def2-TZVPD

The SMILES is c1cc[nH]c1.c1cc[nH]c1.CCN(CC)CC.CCN(CC)CC.CCN(CC)CC.CCN(CC)CC.CCN(CC)CC.CCN(CC)CC. Its largest force on an atom is 1.5 eV/Å. The value obtained for the LUMO energy is 0.7 eV. The net charge is 0. Its gap between HOMO and LUMO is 8.6 eV.

```
152
Properties=species:S:1:pos:R:3:forces:R:3
C -6.01473 21.16787 6.69744 0.786 0.018 0.908
C -5.79872 22.20153 7.65669 -0.508 0.124 -0.510
C -6.97947 22.89679 7.72954 -0.400 0.301 0.127
N -7.89796 22.30820 6.90484 -0.035 -0.394 -0.304
C -7.31394 21.23929 6.27961 0.232 -0.142 -0.106
H -5.22376 20.46218 6.49313 -0.383 -0.232 -0.405
H -4.87390 22.41041 8.16442 -0.025 0.069 0.103
H -7.30475 23.76300 8.28461 0.315 0.004 0.113
H -8.82732 22.68811 6.67901 0.273 0.042 0.196
H -7.83499 20.57258 5.61260 -0.187 0.188 -0.048
C -7.19936 21.52105 2.77374 -0.683 -0.014 -0.053
C -6.15853 20.57004 2.84528 0.892 0.462 -0.059
C -5.55058 20.56075 1.60751 -0.462 -0.316 -0.399
N -6.27938 21.35902 0.77238 0.016 0.333 0.197
C -7.29294 21.95890 1.47453 0.613 -0.068 -0.091
H -7.81580 21.85587 3.59011 -0.045 -0.055 0.004
H -5.78736 20.07956 3.73031 -0.089 -0.072 0.011
H -4.71613 20.02241 1.18651 0.030 -0.099 0.277
H -6.03867 21.52418 -0.20229 -0.054 -0.169 -0.079
H -7.90932 22.70164 0.99584 -0.139 -0.043 0.107
C -3.38073 15.59999 -3.95834 0.636 0.686 -1.010
C -4.26102 16.19608 -2.87156 -0.055 -1.139 -0.234
N -4.19926 15.41759 -1.64218 0.675 0.090 0.602
C -4.69656 14.06590 -1.77860 -0.771 -0.230 -0.634
C -4.32854 13.13275 -0.65593 0.891 -0.229 0.891
C -4.85863 16.09450 -0.53653 0.142 1.192 -0.544
C -4.20365 17.40385 -0.07883 0.220 0.023 -0.277
H -3.40935 16.22942 -4.85856 -0.189 0.140 0.199
H -3.61959 14.61571 -4.35693 -0.235 -0.125 0.479
H -2.32627 15.61613 -3.67513 -0.080 -0.217 0.270
H -3.90639 17.20420 -2.67833 -0.061 0.083 0.093
H -5.30026 16.24403 -3.24072 -0.065 0.174 0.027
H -5.79996 14.07064 -1.90624 0.012 0.061 0.148
H -4.34792 13.61978 -2.71054 0.270 0.191 0.065
H -3.25662 13.17448 -0.42321 -0.009 0.145 -0.341
H -4.78833 13.35446 0.30962 -0.366 -0.010 -0.236
H -4.52116 12.08942 -0.90479 -0.300 0.057 -0.066
H -4.91251 15.46507 0.34628 -0.154 -0.295 -0.196
H -5.86963 16.39321 -0.87611 -0.219 -0.362 0.375
H -4.81480 17.77350 0.74562 0.257 0.131 0.123
H -4.17666 18.18821 -0.83818 -0.372 -0.084 -0.099
H -3.15154 17.31225 0.20289 -0.143 -0.373 0.349
C -10.95026 26.11327 7.46525 0.510 0.122 0.017
C -9.95050 24.95062 7.36150 -0.729 0.047 -0.112
N -10.32323 23.94046 6.36698 0.256 -0.670 -0.103
C -10.27879 24.40147 4.97610 -0.247 0.455 0.390
C -8.87942 24.78090 4.52422 0.092 -0.164 -0.282
C -11.56375 23.20498 6.65316 0.256 0.272 0.019
C -11.54089 22.52345 8.00594 -0.324 -0.384 0.611
H -10.74597 26.70744 8.35778 0.056 0.054 -0.073
H -11.98968 25.79691 7.52776 0.005 -0.164 -0.042
H -10.82783 26.75435 6.59139 -0.202 0.131 0.065
H -8.96256 25.33414 7.11354 0.039 0.018 -0.072
H -9.84655 24.45969 8.32650 0.002 -0.079 0.037
H -10.96770 25.25004 4.83129 0.031 0.027 -0.050
H -10.68074 23.60387 4.35023 0.164 -0.107 0.019
H -8.18445 23.96284 4.71712 0.064 -0.003 -0.013
H -8.47683 25.67355 5.00328 -0.137 0.031 0.085
H -8.87767 24.97150 3.44838 -0.005 -0.005 0.024
H -12.44085 23.85462 6.52957 -0.109 0.005 0.159
H -11.65770 22.42841 5.89267 0.028 0.035 -0.082
H -12.49068 22.03924 8.25241 -0.061 0.035 -0.391
H -10.79126 21.73096 8.04555 0.146 0.133 -0.065
H -11.37421 23.17949 8.86026 0.146 0.217 -0.175
C -15.38301 20.52865 1.28598 -0.703 -0.165 0.473
C -14.38157 20.66577 2.42644 0.027 -0.421 -0.015
N -13.05019 21.07751 2.00379 -0.122 -0.023 -0.054
C -13.04484 22.23236 1.11551 0.239 0.104 0.045
C -13.62311 23.52172 1.69990 -0.628 -0.432 0.315
C -12.14587 21.15181 3.15043 -0.175 -0.275 -0.489
C -10.68901 21.35012 2.75871 -0.499 0.254 -0.350
H -14.94055 20.14742 0.36910 0.103 0.104 -0.032
H -15.96091 21.43776 1.10941 0.363 0.159 -0.292
H -16.14829 19.81001 1.59640 0.112 -0.073 -0.051
H -14.80767 21.29765 3.22319 0.038 0.231 -0.086
H -14.28599 19.68147 2.89592 0.194 0.017 -0.029
H -12.01488 22.37703 0.78700 -0.041 0.125 -0.028
H -13.59526 21.96926 0.21118 -0.063 -0.007 0.043
H -13.69266 24.31064 0.95300 0.289 0.127 0.086
H -14.65079 23.32829 2.02866 -0.002 0.035 -0.112
H -13.11371 23.84623 2.60897 0.296 0.206 -0.236
H -12.25141 20.18212 3.64386 0.044 0.106 0.239
H -12.47035 21.93007 3.85877 0.051 0.014 0.099
H -10.07253 21.40365 3.65283 0.170 -0.066 -0.080
H -10.58240 22.27182 2.18209 0.210 0.156 0.301
H -10.34702 20.56641 2.08335 0.058 -0.204 0.256
C -6.69943 19.04768 -2.28562 -0.411 1.021 1.004
C -6.64671 20.47776 -2.81539 -0.254 0.204 -0.297
N -5.59416 21.31365 -2.21078 0.565 -0.546 -0.522
C -5.71565 22.68135 -2.69499 -0.506 0.650 -0.098
C -6.82416 23.45834 -1.99548 -0.584 0.353 0.468
C -4.28736 20.74776 -2.59602 0.457 0.188 0.675
C -3.13034 21.31783 -1.77732 -0.699 0.626 0.248
H -6.65891 19.13836 -1.19285 0.178 -0.248 -0.019
H -5.88032 18.42296 -2.61356 -0.155 -0.206 -0.218
H -7.68513 18.62808 -2.47943 0.179 -0.286 -0.385
H -6.55308 20.48044 -3.91427 0.202 -0.017 -0.011
H -7.59790 20.98126 -2.63195 -0.029 -0.176 0.165
H -4.79155 23.23888 -2.55521 0.136 -0.220 0.100
H -5.90854 22.70962 -3.77984 0.031 -0.217 -0.019
H -6.55733 23.85993 -1.01261 0.403 -0.163 -0.078
H -7.14900 24.32289 -2.57826 0.115 -0.072 -0.129
H -7.72579 22.87132 -1.79819 0.086 -0.145 -0.274
H -4.08021 20.87542 -3.66731 -0.204 -0.047 -0.099
H -4.30793 19.68638 -2.36016 -0.099 -0.077 -0.308
H -3.31122 21.10938 -0.71946 0.302 -0.313 -0.033
H -3.11722 22.40917 -1.81298 0.201 -0.028 -0.248
H -2.16789 20.94808 -2.12001 0.028 -0.136 0.124
C -4.36888 27.97998 2.83616 -0.205 -0.282 0.092
C -5.24510 26.73669 2.97291 0.458 -0.139 0.086
N -4.57099 25.52553 2.48580 -0.343 0.127 -0.381
C -4.69561 25.47102 1.03299 0.846 0.353 -0.349
C -3.86475 24.36067 0.39851 -0.185 -0.086 -0.184
C -5.11616 24.33737 3.10431 -0.613 -0.839 1.007
C -4.87206 24.21066 4.61557 0.201 0.209 -0.427
H -3.42159 27.79899 3.34252 0.029 0.107 0.003
H -4.87432 28.83005 3.29633 0.082 0.074 -0.032
H -4.16664 28.22103 1.79363 0.020 0.057 -0.008
H -5.45873 26.57172 4.02821 -0.103 0.172 -0.040
H -6.20117 26.89222 2.44899 -0.092 -0.078 0.055
H -5.74485 25.44025 0.69377 -0.103 -0.249 0.153
H -4.30072 26.41448 0.64551 -0.084 0.038 0.043
H -4.30763 23.38587 0.60167 0.226 -0.119 0.036
H -3.79852 24.46108 -0.68818 -0.292 0.165 -0.006
H -2.82972 24.39947 0.73905 -0.088 -0.104 0.309
H -4.71895 23.40273 2.70192 0.319 0.351 -0.443
H -6.20486 24.21886 2.95072 -0.018 0.333 -0.181
H -5.16949 23.20472 4.90941 -0.068 0.041 0.194
H -5.42784 24.93558 5.21101 -0.062 -0.093 0.045
H -3.80953 24.34054 4.83424 -0.006 -0.035 0.025
C -5.61863 13.72346 3.32711 -0.354 -0.230 -1.082
C -5.28857 15.20199 3.40474 -0.422 0.118 1.082
N -3.96842 15.48576 3.95931 -0.034 0.048 -0.251
C -2.92328 14.87236 3.14741 0.593 0.215 0.482
C -1.53844 14.97305 3.78170 0.508 -0.379 0.015
C -3.76104 16.93474 4.10534 0.088 -0.616 0.022
C -4.66283 17.52162 5.17185 -0.450 0.378 0.033
H -5.09764 13.21822 2.50959 0.131 -0.079 0.219
H -6.67845 13.61326 3.07622 0.013 0.072 0.085
H -5.45821 13.18061 4.25562 0.239 0.192 0.113
H -5.47067 15.76476 2.47498 0.135 -0.341 -0.295
H -6.04378 15.59216 4.09325 0.223 0.232 0.051
H -2.87969 15.29704 2.13103 -0.139 -0.052 -0.111
H -3.10350 13.80095 3.07903 -0.316 0.065 -0.193
H -1.53854 14.59610 4.80679 -0.214 0.115 0.030
H -1.06236 15.95334 3.78577 -0.241 0.099 -0.079
H -0.85491 14.31351 3.23744 -0.054 0.081 -0.086
H -2.71175 17.07646 4.35845 -0.074 0.137 0.157
H -3.91144 17.43403 3.13347 -0.112 0.124 0.013
H -4.47320 18.58428 5.33521 0.200 -0.041 -0.075
H -5.71210 17.46010 4.87965 -0.002 0.024 -0.044
H -4.58536 17.01718 6.13474 0.253 -0.130 -0.073
```
Positions in Å, forces in eV/Å.